[1]
A structure of composition C31H19BrClCoN5O2 in a non-equilibrium geometry, computed with ωB97M-V/def2-TZVPD.

```
60
Properties=species:S:1:pos:R:3:forces:R:3
C 0.241 0.571 -1.593 0.1 -0.1 -0.1
N 0.560 0.434 -0.279 0.0 0.0 -0.2
C 0.027 1.242 0.602 0.0 0.0 0.0
H -4.813 3.585 -1.978 0.0 0.0 0.0
N 1.683 -1.362 1.805 0.1 0.2 0.1
C -4.022 -0.132 -1.337 -0.1 0.0 -0.1
C 3.065 -0.265 3.583 0.1 0.0 0.1
H -2.299 -3.372 -0.534 0.0 0.0 0.0
C 0.674 -1.639 2.571 0.0 0.0 0.0
C -2.121 -3.042 0.481 0.0 0.0 0.0
C -0.573 -2.158 2.138 0.0 0.0 0.0
H 6.068 1.297 3.176 0.0 0.0 0.0
C -4.591 2.543 -1.781 0.1 0.1 0.1
H -2.678 0.025 -2.982 0.0 0.0 0.1
H 6.789 1.078 0.727 0.0 0.0 0.0
C 4.317 -0.529 -0.945 0.1 0.0 -0.1
H 4.400 0.785 4.907 0.0 0.0 0.0
Br -5.746 -0.388 0.909 0.0 0.0 0.0
H 0.753 -1.433 3.638 0.0 0.0 0.0
C -0.851 2.274 0.238 0.0 0.0 0.0
H -0.239 1.064 -5.373 0.0 0.0 0.0
H 6.231 0.260 -1.550 0.0 0.0 0.0
H -1.245 2.941 0.992 0.0 0.0 0.0
C -3.374 0.553 -2.346 -0.2 0.0 -0.2
H -5.966 2.369 -0.137 0.0 0.0 0.0
C -3.104 -3.099 1.424 0.0 0.0 0.0
H 1.343 -0.684 -4.562 0.0 0.0 0.0
C -0.824 -2.527 0.779 0.1 0.0 0.0
C -4.927 0.537 -0.525 0.0 0.0 0.0
C 5.169 0.748 2.931 0.0 0.0 -0.1
C -0.105 0.899 -4.311 -0.1 -0.1 0.0
H 0.317 1.099 1.638 0.0 0.0 0.0
H 2.370 -0.477 4.384 0.0 0.0 0.0
H -4.090 -3.464 1.168 0.0 0.0 0.0
H 4.019 -0.867 -1.930 -0.1 0.1 0.0
N -2.970 2.742 -3.526 -0.7 -1.0 -1.0
C -0.658 1.549 -2.053 0.0 0.2 0.0
O 1.650 -1.295 -2.033 0.1 0.0 0.0
H -3.814 -1.181 -1.171 0.0 0.0 0.0
C -3.617 1.916 -2.550 0.5 0.2 0.6
C 2.820 -0.676 2.299 -0.1 -0.1 -0.1
Co 1.637 -1.412 -0.115 -0.1 -0.2 0.0
C -1.610 -2.254 3.101 0.0 0.0 0.0
C 3.770 -0.355 1.292 -0.1 -0.1 -0.1
N -1.891 2.423 -4.079 0.4 1.1 0.8
C 5.554 0.115 -0.720 0.0 0.0 0.0
Cl -4.142 -2.723 3.914 0.0 0.0 0.0
C -5.235 1.866 -0.755 0.0 0.0 0.0
C -1.186 2.427 -1.078 0.1 0.0 0.0
N 3.455 -0.737 0.017 0.1 0.1 0.2
H -1.830 3.243 -1.372 0.0 0.0 0.0
C -0.913 1.628 -3.458 -0.1 -0.4 -0.1
C -2.849 -2.682 2.748 -0.1 0.0 0.0
H -1.413 -1.966 4.127 0.0 0.0 0.0
C 5.859 0.559 0.531 0.0 0.0 0.1
C 4.953 0.329 1.596 0.1 0.0 0.0
O 0.032 -2.425 -0.165 -0.1 0.0 -0.1
C 0.922 -0.339 -2.502 -0.1 0.0 0.1
C 0.782 -0.078 -3.863 0.0 0.0 0.0
C 4.239 0.459 3.888 0.0 -0.1 0.0
```
Forces are in eV/Å.

## Properties
- molar mass (g/mol) = 667.82
- highest occupied orbital energy (alpha / beta) (eV) = -6.955 / -6.944
- <S²> = 0.76
- energy (hartree) = -6034.00827
- HOMO-LUMO gap (alpha / beta) (eV) = 5.883 / 5.860
- 2S+1 = 2



[2]
A cluster of 11 separate species, C29H60Br22O3PS in total in a non-equilibrium geometry, computed with ωB97M-V/def2-TZVPD.

```
116
Properties=species:S:1:pos:R:3:forces:R:3
Br -4.595 -2.702 -2.122 -2.1 -2.9 0.2
H 6.278 8.470 3.679 0.0 0.0 -0.1
C 4.898 3.405 2.671 0.3 0.1 -0.1
C -4.746 3.760 -2.974 1.3 -0.2 -1.4
H 6.067 2.422 4.222 0.0 0.0 -0.1
Br -5.798 6.132 0.336 0.0 0.0 -0.1
C 8.158 -6.193 0.175 0.2 0.2 -0.1
H -0.571 -3.310 -0.119 0.0 0.0 -0.1
H -7.238 -4.088 4.261 0.1 0.0 0.0
C 5.098 9.501 2.166 0.2 0.1 -0.1
H -1.136 -0.730 -4.776 -0.1 0.2 1.1
H 5.328 3.863 8.926 -0.1 0.0 0.0
Br 2.021 3.901 0.122 -0.1 0.0 0.0
Br -7.010 -3.713 0.479 0.0 0.1 0.0
H 2.921 5.009 -1.895 0.0 0.0 0.1
C 2.235 5.377 -1.134 0.2 -0.1 0.0
Br 1.454 7.495 0.626 0.1 0.0 0.0
H -6.849 7.927 -1.038 0.0 -0.1 0.0
H 2.755 4.009 9.316 0.1 0.0 0.0
C -5.312 1.209 -2.597 0.8 -0.4 -1.2
H 4.712 3.406 4.808 0.0 0.0 -0.1
H -7.772 7.612 0.445 0.0 -0.1 0.0
Br 7.037 -8.301 -1.406 0.1 0.0 -0.1
H 4.941 9.454 4.307 0.0 0.0 -0.1
C 2.806 6.585 -0.441 -0.1 0.2 0.0
H 1.137 -4.667 -1.546 0.0 0.1 0.1
Br 3.917 1.164 4.159 0.0 0.0 -0.1
Br 5.341 1.718 7.657 0.0 0.1 0.0
O -3.326 -0.241 -5.562 1.1 0.1 2.0
C -5.895 -4.172 -2.113 -0.1 -0.1 0.2
O -2.292 3.696 -3.473 0.1 -0.8 1.3
H -0.982 1.390 -2.406 0.4 0.5 0.3
Br -6.716 -5.026 6.508 0.0 0.1 -0.1
C 0.316 -2.920 -0.611 0.2 -0.2 0.1
C 3.021 -9.706 -5.095 0.3 0.0 0.1
C 3.917 -6.975 0.046 -0.2 -0.2 0.0
H -8.465 5.337 -0.621 0.1 0.1 0.0
H -9.169 6.783 -1.368 0.1 0.0 0.0
H 2.648 -6.575 1.769 0.0 0.0 -0.1
C -5.606 -5.485 3.909 0.0 0.1 -0.3
Br 3.200 -4.326 0.847 0.1 0.0 0.1
H -5.123 -6.326 4.399 -0.1 0.1 0.0
C 3.540 -6.195 1.278 0.2 0.1 0.1
C -1.043 3.544 -2.865 1.4 1.1 -0.2
C 8.550 -7.490 -0.485 -0.2 -0.2 0.1
C -0.687 2.353 -1.937 -1.0 0.2 0.3
Br 3.945 -10.278 -3.478 -0.1 0.0 0.0
H -3.365 1.444 -1.453 -0.4 -0.5 -0.4
H 9.342 -7.375 -1.220 -0.1 0.1 0.0
H 1.264 5.555 -1.586 0.1 0.0 0.1
H -7.971 -4.486 -1.660 0.1 0.0 0.0
H 3.140 7.323 -1.168 0.0 -0.1 0.0
H 4.060 9.596 1.858 0.0 -0.1 0.1
H -5.418 -5.016 -1.620 -0.1 0.1 0.0
Br 2.352 -7.360 -1.049 0.1 0.1 -0.1
C 2.240 -8.435 -4.878 -0.2 0.0 -0.1
H 0.382 2.377 -1.600 -1.1 0.1 -0.7
H -6.135 1.556 -1.929 0.8 -0.3 -0.3
P -2.329 -0.024 -4.449 -1.5 0.7 -3.7
C 3.231 3.458 8.506 0.0 0.3 0.0
Br -0.061 -1.060 -1.069 0.1 0.1 0.2
H 7.208 -6.250 0.700 0.1 -0.1 0.0
H -6.054 -4.413 -3.164 0.1 0.1 0.0
H 4.629 -6.455 -0.590 0.0 0.0 0.1
H 1.418 -3.176 -2.469 0.0 0.0 0.1
H 3.864 3.484 2.347 0.0 0.0 0.1
H 2.398 -10.539 -5.411 0.0 0.1 0.0
C -7.187 -3.757 -1.459 -0.1 -0.2 0.2
H 2.790 -7.682 -4.317 0.0 -0.1 0.0
H 5.347 4.398 2.682 0.0 0.0 0.1
C -4.941 2.337 -3.618 -1.0 0.5 0.4
H -1.310 2.468 -1.011 0.6 -0.2 -0.6
S -3.225 -0.734 -2.614 1.6 2.3 0.2
H -7.677 -5.804 4.374 0.1 0.0 0.0
Br 5.855 2.433 1.278 -0.1 0.0 0.0
Br 3.260 4.694 6.999 0.0 -0.1 0.0
O -0.221 4.394 -3.082 -0.4 -0.7 0.0
H 8.855 -8.222 0.262 0.0 0.1 0.0
C -6.895 -5.072 4.570 -0.1 -0.2 0.3
Br -7.526 5.750 -2.893 -0.2 0.0 0.0
Br 4.114 7.237 3.607 0.1 -0.1 0.0
H -4.090 2.074 -4.286 -0.6 0.2 0.6
C 0.713 -3.704 -1.831 -0.1 -0.2 -0.1
C -3.280 4.040 -2.475 -1.6 0.3 0.9
H -4.916 4.489 -3.807 0.1 -0.5 0.7
H 5.558 10.488 2.192 0.0 -0.1 0.1
H -7.528 -2.771 -1.768 0.1 -0.1 0.0
H 4.323 -7.948 0.317 0.0 0.1 0.0
Br 0.585 -8.769 -3.906 0.0 0.1 0.0
H 8.933 -5.867 0.869 0.0 -0.1 0.0
C 4.623 3.036 8.898 0.1 -0.3 0.0
Br 6.026 8.544 0.744 -0.1 0.0 0.0
H 4.362 -6.179 1.992 0.0 0.0 -0.1
H 2.597 2.623 8.218 0.1 0.0 0.0
H 3.628 6.345 0.230 0.0 0.0 0.0
C 5.261 8.806 3.492 -0.2 0.0 0.1
H -2.124 1.376 -4.276 0.4 -0.6 0.4
H 1.927 -8.014 -5.833 0.0 -0.1 0.0
H 4.614 2.539 9.867 -0.1 0.0 0.0
H -5.681 0.342 -3.207 0.0 0.6 0.7
Br -0.842 -4.127 -2.928 0.0 0.2 -0.1
H 3.810 -9.548 -5.828 -0.1 0.1 0.0
H -5.775 -5.728 2.860 0.0 0.0 0.0
C -8.240 6.257 -1.153 -0.1 0.1 -0.2
C -7.282 7.151 -0.412 0.0 -0.1 0.2
H -3.078 3.494 -1.523 -0.1 0.3 -0.6
H -2.145 -1.077 -1.774 -0.3 0.6 -0.4
Br 8.001 -4.752 -1.125 -0.1 -0.1 0.1
H 1.136 -2.881 0.104 -0.1 0.1 -0.1
H -5.511 3.998 -2.208 0.7 -0.3 -0.3
H -5.825 2.437 -4.299 0.7 -0.2 0.5
C -4.101 0.676 -1.764 -0.5 0.5 0.9
H -3.232 5.128 -2.211 0.3 -0.8 -0.4
Br -4.317 -4.023 3.890 0.0 -0.1 0.0
C 5.049 2.742 4.013 -0.2 0.0 0.1
H -4.498 0.212 -0.825 0.5 0.0 -0.8
```
Forces are in eV/Å.

## Properties
- molar mass (g/mol) = 2277.72
- charge = +1
- highest occupied orbital energy (eV) = -10.997
- energy (hartree) = -58734.25054
- HOMO-LUMO gap (eV) = 7.828



[3]
A cluster of 2 separate species, CH6S4 in total, computed with ωB97M-V/def2-TZVPD.

```
11
Properties=species:S:1:pos:R:3:forces:R:3
S -0.497 -0.237 2.192 0.0 -0.1 -0.1
H 3.203 0.375 -0.925 0.0 0.1 0.1
S 0.360 1.601 -1.744 -0.1 0.0 0.1
H 0.014 -0.315 0.946 0.0 0.0 0.1
H 2.943 0.189 -2.674 0.0 0.1 -0.2
H -2.994 0.106 1.575 -0.1 0.1 -0.1
H 3.107 -1.233 -1.643 0.1 -0.2 0.0
S -2.347 -1.048 1.769 0.1 0.0 0.1
H 0.367 1.983 -0.456 0.0 0.1 0.0
C 2.725 -0.219 -1.696 0.1 0.0 0.1
S 0.945 -0.336 -1.453 -0.1 -0.1 -0.1
```
Forces are in eV/Å.

## Properties
- molar mass (g/mol) = 146.33
- highest occupied orbital energy (eV) = -9.276
- energy (hartree) = -1634.43412
- energy relative to the best compared isomer or geometry (same formula, charge and spin) (kcal per mole) = 0.00
- HOMO-LUMO gap (eV) = 9.643



[4]
A structure of composition C16H20Cl3FOV in a non-equilibrium geometry, computed with ωB97M-V/def2-TZVPD.

```
42
Properties=species:S:1:pos:R:3:forces:R:3
Cl -0.381 -1.288 1.123 0.0 -0.4 0.4
H -1.981 -2.722 -0.995 0.3 -0.2 -0.1
C 0.436 1.003 3.694 0.4 -0.2 0.4
H 1.168 3.734 -1.076 -0.2 0.1 0.2
F 2.187 -0.136 6.684 0.0 0.0 -0.3
H -3.240 -0.584 -3.441 0.0 0.0 0.0
O 0.997 2.786 -1.084 -0.8 1.7 1.5
C 1.950 0.213 5.372 -0.1 0.0 0.2
C 1.945 -1.911 -1.668 0.1 -0.3 0.0
H 2.906 0.686 -1.979 0.2 -0.2 -0.4
C 0.669 0.619 5.025 0.2 0.2 -0.7
V -0.192 0.222 -0.762 -0.4 2.9 4.8
C 1.497 0.989 2.786 -0.1 -0.3 0.1
H 3.985 -0.189 4.778 -0.2 0.0 0.1
H -0.308 2.862 -2.585 -0.4 -0.2 -0.3
H -1.985 2.321 -2.742 0.2 -0.1 -0.1
H 2.296 1.541 -3.482 0.5 -0.1 -0.4
H -0.911 2.280 -4.170 -0.1 0.0 -0.1
H -1.460 -3.298 -2.596 0.1 0.1 0.1
Cl 1.272 1.571 1.182 0.4 0.5 0.2
H 2.277 -2.487 -2.544 0.1 -0.1 0.1
H 1.685 -2.608 -0.863 0.1 0.1 -0.1
C 0.863 0.317 -2.509 -0.4 -0.3 0.5
H 3.551 0.512 2.404 -0.1 0.0 0.1
H -0.559 1.284 3.358 0.2 0.0 -0.1
C -2.882 -0.305 -2.439 -0.1 -0.1 0.1
H -0.343 -3.408 -1.218 -0.3 0.1 0.1
C 2.764 0.541 3.151 -0.3 0.0 0.5
C -0.959 2.131 -3.083 0.0 0.7 -0.2
H 2.787 -1.303 -1.331 0.0 -0.1 0.0
C -1.123 -2.791 -1.678 -0.1 -0.1 0.2
H -3.283 -1.036 -1.723 -0.1 0.3 -0.1
H -3.269 0.690 -2.202 0.0 -0.2 0.1
C -0.506 0.775 -2.701 -0.6 -1.2 -0.6
C 3.001 0.148 4.471 -0.2 0.1 -0.2
Cl -2.168 1.798 0.310 0.2 -0.3 -0.1
H -0.135 0.661 5.756 0.2 -0.1 -0.1
C -1.390 -0.314 -2.374 0.5 -1.0 -1.6
C 2.059 1.135 -2.502 1.4 0.5 -0.8
C 0.793 -1.042 -2.021 -0.9 -0.8 -1.0
H 1.712 2.299 -1.726 0.2 -1.2 -0.7
C -0.590 -1.430 -1.987 -0.2 -0.1 -1.7
```
Forces are in eV/Å.

## Properties
- molar mass (g/mol) = 404.64
- charge = -2
- highest occupied orbital energy (alpha / beta) (eV) = 0.816 / 1.185
- <S²> = 0.76
- energy (hartree) = -3121.34488
- HOMO-LUMO gap (alpha / beta) (eV) = 4.022 / 3.654
- 2S+1 = 2



Q: Among the records above, which one has the lowest energy?
A: C29H60Br22O3PS